# 1
53
Properties=species:S:1:pos:R:3 method="wB97M-V/def2-TZVPD" lumo_ha="0.1486 / 0.1484" e_above_lowest_kcal_mol=0.00 homo_energy_ha="-0.0370 / -0.0354" energy_ev=-84084.25425 s_squared=0.759 total_charge=-2 multiplicity=2
Ag 2.25 0.90 0.86
O -1.47 3.18 1.50
C -0.38 2.68 1.23
N 0.28 1.66 1.82
C -0.21 1.05 2.95
O -1.03 1.49 3.74
C 0.44 -0.30 3.26
C 0.47 -0.77 4.56
C 1.16 -1.94 4.82
C 1.77 -2.61 3.78
C 1.64 -2.09 2.49
N 0.99 -0.96 2.24
C 0.35 3.25 0.02
C 0.25 4.61 -0.25
C 0.92 5.13 -1.34
C 1.67 4.27 -2.14
C 1.70 2.93 -1.81
N 1.06 2.43 -0.75
H -0.02 -0.19 5.33
H 1.24 -2.31 5.83
H 2.38 -3.49 3.93
H 2.13 -2.57 1.65
H -0.37 5.22 0.40
H 0.88 6.19 -1.56
H 2.22 4.63 -3.00
H 2.26 2.21 -2.40
S 5.03 -2.78 1.73
Sb 5.49 -0.57 1.26
S 3.96 0.79 2.63
S 3.99 0.11 -0.61
Te 0.57 -0.65 -1.37
C -0.30 -2.36 -2.34
C -0.83 -3.42 -1.60
C -1.42 -4.50 -2.24
C -1.47 -4.56 -3.63
C -0.93 -3.52 -4.37
C -0.35 -2.43 -3.73
C -1.36 0.13 -0.98
C -1.99 1.00 -1.87
C -3.24 1.54 -1.58
C -3.86 1.22 -0.38
C -3.24 0.37 0.53
C -2.00 -0.17 0.23
H -0.78 -3.38 -0.52
H -1.83 -5.31 -1.65
H -1.92 -5.41 -4.12
H -0.96 -3.56 -5.46
H 0.07 -1.62 -4.32
H -1.49 1.27 -2.79
H -3.71 2.22 -2.27
H -4.82 1.66 -0.13
H -3.70 0.16 1.48
H -1.49 -0.80 0.95


# 2
51
Properties=species:S:1:pos:R:3 method="wB97M-V/def2-TZVPD" lumo_ha=0.0190 e_above_lowest_kcal_mol=37.71 smiles="CCCCN(CC)Cc1ccc(CNC(=O)Nc2ccc(Cl)cc2)o1" homo_energy_ha=-0.3050 energy_ev=-41213.11161 total_charge=0
C -2.59 -2.48 1.90
C -2.92 -3.46 0.78
C -1.75 -3.66 -0.19
C -1.65 -2.57 -1.26
N -1.42 -1.24 -0.71
C -0.06 -0.76 -0.88
C 0.95 -1.58 -0.08
H 1.93 -1.11 -0.14
H 1.04 -2.59 -0.47
H 0.65 -1.62 0.96
H 0.23 -0.76 -1.95
H -0.02 0.26 -0.52
C -2.41 -0.26 -1.15
C -2.41 0.95 -0.29
C -3.05 1.23 0.88
C -2.62 2.53 1.27
C -1.76 2.95 0.31
O -1.63 2.00 -0.65
C -0.91 4.18 0.16
N 0.34 3.85 -0.52
C 1.23 3.05 0.17
O 1.20 2.93 1.37
N 2.15 2.46 -0.66
C 3.16 1.55 -0.33
C 3.40 1.14 0.98
C 4.40 0.22 1.24
C 5.17 -0.29 0.21
C 4.94 0.12 -1.10
C 3.94 1.04 -1.36
H 3.77 1.35 -2.38
H 5.55 -0.27 -1.90
Cl 6.42 -1.44 0.54
H 4.58 -0.10 2.26
H 2.80 1.53 1.78
H 2.09 2.67 -1.65
H 0.24 3.68 -1.51
H -1.41 4.95 -0.43
H -0.67 4.57 1.15
H -2.91 3.07 2.15
H -3.73 0.60 1.41
H -2.23 0.05 -2.20
H -3.39 -0.73 -1.08
H -2.57 -2.58 -1.84
H -0.84 -2.84 -1.95
H -0.83 -3.71 0.39
H -1.88 -4.61 -0.71
H -3.79 -3.11 0.22
H -3.19 -4.43 1.22
H -1.80 -2.88 2.52
H -3.47 -2.30 2.52
H -2.26 -1.54 1.47


# 3
48
Properties=species:S:1:pos:R:3 method="wB97M-V/def2-TZVPD" lumo_ha=-0.1295 e_above_lowest_kcal_mol=0.00 homo_energy_ha=-0.4327 energy_ev=-43480.56465 total_charge=+1
N 4.15 0.20 -3.93
P 2.73 0.74 -4.20
C 1.54 -0.63 -4.67
C 0.51 -1.05 -3.64
N -0.79 -0.24 -3.76
C -0.89 0.85 -4.81
I -0.63 2.76 -3.91
C 0.04 0.61 -6.03
O 0.86 -0.52 -5.91
H 4.89 0.61 -4.47
H 2.05 1.25 -3.07
H 2.52 1.72 -5.18
H 2.24 -1.47 -4.77
H 0.23 -2.08 -3.83
H 0.86 -1.01 -2.61
H -0.97 0.19 -2.85
H -1.54 -0.90 -3.92
H -1.93 0.87 -5.15
H -0.59 0.43 -6.91
H 0.62 1.51 -6.23
O 0.57 -3.00 -1.54
C -0.11 -2.58 -0.65
O -0.23 -1.23 -0.57
C -1.26 -0.57 0.19
C -0.99 -0.41 1.66
C -0.79 -3.45 0.37
H -2.21 -1.08 0.02
H -1.33 0.40 -0.30
H -0.93 -1.37 2.17
H -1.78 0.17 2.13
H -0.04 0.10 1.83
H -0.08 -3.63 1.18
H -1.03 -4.40 -0.10
H -1.69 -3.01 0.79
O -0.65 -1.14 4.98
C -0.66 -0.03 5.43
O -0.16 0.97 4.67
C -0.27 2.35 5.04
C 0.83 2.78 5.98
C -1.15 0.26 6.83
H -1.26 2.56 5.45
H -0.20 2.88 4.09
H 0.78 2.26 6.93
H 0.75 3.85 6.17
H 1.80 2.58 5.53
H -0.32 0.11 7.52
H -1.93 -0.46 7.07
H -1.53 1.27 6.97


# 4
15
Properties=species:S:1:pos:R:3 method="wB97M-V/def2-TZVPD" lumo_ha=-0.1869 e_above_lowest_kcal_mol=61.68 homo_energy_ha=-0.5058 energy_ev=-7265.46705 total_charge=+1
C -1.48 1.40 0.01
C 0.02 -0.62 1.67
C 0.24 -0.34 0.23
C 1.25 -0.99 -0.57
N -0.38 0.63 -0.34
N -1.61 2.44 -0.79
H 0.83 -0.19 2.31
H -1.04 -0.27 2.14
H 0.07 -1.66 1.92
H 1.22 -2.07 -0.43
H 2.22 -0.88 -0.06
H 1.32 -0.64 -1.60
H -0.02 0.73 -1.30
H -2.36 3.01 -0.56
H -0.99 2.63 -1.60


# 5
8
Properties=species:S:1:pos:R:3 method="wB97M-V/def2-TZVPD" lumo_ha=0.0398 e_above_lowest_kcal_mol=14.59 homo_energy_ha=-0.3638 energy_ev=-7922.66134 total_charge=0
C -0.08 -0.33 -1.79
C 0.42 0.73 0.58
C -0.55 -0.15 0.76
O 0.51 -1.27 -2.00
F -0.44 -1.47 0.96
H 1.56 0.56 0.57
H 0.14 1.82 0.33
H -1.56 0.10 0.59


# 6
9
Properties=species:S:1:pos:R:3 method="wB97M-V/def2-TZVPD" lumo_ha=0.1340 e_above_lowest_kcal_mol=12.06 homo_energy_ha=-0.1710 energy_ev=-24293.54826 total_charge=-1
C 0.72 -1.45 0.46
C 3.62 0.40 -0.57
N -0.02 -1.23 -0.51
O 3.35 1.23 -1.33
O 1.24 -2.18 1.24
O 4.20 -0.38 0.07
O -0.12 -0.09 -1.27
Cl 1.55 0.58 0.78
H 0.72 0.33 -1.03


# 7
15
Properties=species:S:1:pos:R:3 method="wB97M-V/def2-TZVPD" lumo_ha=0.0408 e_above_lowest_kcal_mol=34.98 smiles="C=CN.CN" homo_energy_ha=-0.3009 energy_ev=-6251.91123 total_charge=0
C 2.88 -1.10 0.52
N 1.41 -1.13 0.53
H 3.15 -1.78 -0.30
H 3.24 -1.49 1.46
H 3.26 -0.14 0.23
H 1.11 -0.71 1.39
H 0.94 -0.75 -0.30
C -0.96 0.92 0.14
C -1.78 0.83 -0.92
N -3.16 0.87 -0.63
H -1.35 0.95 1.13
H 0.08 1.17 -0.06
H -1.46 1.05 -1.94
H -3.83 1.00 -1.37
H -3.52 0.32 0.12


# 8
14
Properties=species:S:1:pos:R:3 method="wB97M-V/def2-TZVPD" lumo_ha=0.0368 e_above_lowest_kcal_mol=43.86 smiles="CC=O.CC=O" homo_energy_ha=-0.3647 energy_ev=-8371.37995 total_charge=0
O 0.20 3.79 1.32
C 0.75 4.70 0.75
C 0.37 5.32 -0.53
H 1.60 5.17 1.29
H -0.04 6.32 -0.51
H -0.44 4.78 -1.03
H 1.21 5.37 -1.23
O 0.55 -5.36 -0.81
C -0.04 -4.50 -0.19
C -1.51 -4.30 -0.31
H 0.52 -3.83 0.49
H -1.99 -3.51 0.24
H -2.02 -5.27 -0.38
H -1.68 -4.03 -1.37